Density functional theory data (ωB97M-V/def2-TZVPD) for a cluster of 2 separate species, C5H10N2O in total.

For the molecular weight, the calculation gives 114.15 Da. As for the HOMO energy (spin up / spin down): -13.10 / -13.09 eV. The multiplicity is 2. The net charge is +1. The energy relative to the best compared isomer or geometry (same formula, charge and spin) is 262.3 kJ/mol. Its expectation value of S² is 0.76. The value obtained for the HOMO-LUMO gap (spin up / spin down) is 8.576 / 5.150 eV.

Each line ends with the Mulliken spin population.
Atoms and positions in Å:
C (1.385, -0.170, 1.707)  0.01
O (2.689, -0.490, 1.419)  0.00
H (3.429, -0.120, 2.101)  0.00
H (1.053, -0.677, 2.553)  0.00
H (1.277, 0.846, 2.021)  0.00
H (0.750, -0.641, 0.929)  0.00
C (0.548, 0.664, -1.894)  0.02
C (-0.518, 0.015, -1.198)  0.30
C (-1.813, -1.364, -0.060)  0.28
C (-1.625, 0.837, -0.756)  0.39
N (-0.768, -1.309, -0.900)  -0.08
N (-2.358, -0.066, 0.038)  -0.01
H (-1.965, -2.295, 0.602)  0.00
H (1.396, -0.046, -2.208)  0.00
H (1.009, 1.614, -1.436)  0.03
H (-3.148, 0.345, 0.544)  0.00
H (-1.670, 1.827, -0.546)  0.01
H (0.329, 1.031, -2.916)  0.05